Model P:
Computed, not measured: a 2-piece molecular cluster, C4H8FNO overall, with wB97M-V/def2-TZVPD.

2S+1: 1
total charge: 0
E_HOMO: -0.36736 Ha
SMILES: C=CC(C)=O.NF

Geometry (Å):
F -2.06527 2.19918 0.92446
O 1.04093 0.27862 -1.61890
N -2.31172 1.97196 -0.46737
C -0.69141 -1.75801 0.34451
C 2.20752 -0.31333 0.34683
C 0.96317 -0.10187 -0.47793
C -0.36620 -0.47083 0.20836
H 2.63245 -1.27938 0.08932
H -0.90474 0.29083 0.76429
H -1.81509 2.68403 -1.04006
H -1.84796 1.04689 -0.73236
H -0.21597 -2.50079 -0.26595
H 1.94430 -0.22599 1.38499
H 3.06799 0.34229 -0.08258
H -1.63801 -2.16357 0.62237

Model Q:
Computed, not measured: one molecule with the formula C4H8FNO, with wB97M-V/def2-TZVPD.

2S+1: 1
total charge: 0
E_HOMO: -0.32742 Ha
SMILES: O[C@@H]1CNC[C@@H]1F

Geometry (Å):
F 0.67984 1.72629 -0.78088
O 2.23180 -0.27102 -0.22780
N -1.20123 -0.38555 -0.71011
C -0.02940 -1.26317 -0.34582
C -1.24869 0.75983 0.20094
C 0.96724 -0.32431 0.33520
C 0.23627 1.03661 0.35458
H 0.49059 1.63000 1.26018
H -1.69620 0.41394 1.16077
H -0.42134 -2.04559 0.35430
H -2.04502 -0.94322 -0.71645
H -1.81258 1.61588 -0.23901
H 0.44393 -1.73460 -1.20676
H 1.14736 -0.69886 1.36554
H 2.25742 0.48378 -0.80468

Model R:
Computed, not measured: a 2-piece molecular cluster, C4H8FNO overall, with wB97M-V/def2-TZVPD.

2S+1: 1
total charge: 0
E_HOMO: -0.30336 Ha
SMILES: C=C1NCCO1.F

Geometry (Å):
F -2.85711 1.15991 0.16224
O 0.17198 -0.14103 -1.34002
N 0.14536 0.10015 0.86680
C 1.30900 0.97528 0.41496
C -0.39539 -0.53878 -0.16974
C -1.31575 -1.50007 -0.05798
C 1.44187 0.38143 -1.00843
H 2.14062 -0.57379 -0.97541
H 1.60270 1.08020 -1.80452
H -1.71398 -2.12281 -0.83101
H -1.42834 -1.85429 0.97822
H 0.95993 2.03734 0.50470
H -2.33992 0.36421 0.32905
H 2.13178 0.73782 1.05907
H 0.14725 -0.10557 1.87206

So which one wins? Going from most stable to least: model Q, model R, model P.